No. 1
{
  "formula": "C54H58BrFIN7O9P2S2",
  "method": "ωB97M-V/def2-TZVPD",
  "elements": ["C", "C", "O", "C", "C", "C", "C", "C", "I", "C", "P", "O", "O", "C", "F", "C", "C", "N", "C", "C", "O", "C", "O", "C", "C", "Br", "C", "C", "P", "O", "O", "S", "C", "C", "C", "C", "C", "O", "O", "C", "S", "H", "H", "H", "H", "H", "H", "H", "H", "H", "H", "H", "H", "H", "H", "H", "H", "H", "H", "H", "H", "H", "H", "H", "H", "H", "H", "H", "H", "N", "C", "C", "C", "C", "C", "H", "H", "H", "H", "H", "N", "C", "C", "C", "C", "C", "H", "H", "H", "H", "H", "N", "C", "C", "C", "C", "C", "H", "H", "H", "H", "H", "N", "C", "C", "C", "C", "C", "H", "H", "H", "H", "H", "N", "C", "C", "C", "C", "C", "H", "H", "H", "H", "H", "N", "C", "C", "C", "C", "C", "H", "H", "H", "H", "H"],
  "xyz": [[-1.111495, 0.708347, 5.568238], [-1.325038, 1.210692, 4.064162], [-0.050466, 1.062336, 3.414321], [-0.112537, 1.230503, 2.035456], [0.625595, 2.395680, 1.489455], [1.353134, 3.346309, 2.487086], [2.656002, 2.740179, 3.139465], [3.694586, 2.161899, 2.102175], [4.355461, 0.162359, 2.688618], [0.679577, 2.705453, 0.051379], [1.577649, 4.192796, -0.704951], [0.576791, 5.542301, -0.503610], [3.063399, 4.391048, 0.094395], [-0.005940, 1.805980, -0.887987], [0.003794, 2.001970, -2.250729], [-0.744686, 0.663943, -0.357968], [-0.830528, 0.363137, 1.094708], [-1.583496, -0.745328, 1.651556], [-3.074610, -0.578450, 1.521455], [-3.589744, 0.900159, 1.466509], [-3.749826, 1.356713, 0.085703], [-3.976068, 2.721041, 0.075629], [-4.712478, 3.224902, 0.891077], [-1.288687, -1.997844, 0.934143], [-1.031052, -3.171734, 1.792350], [-1.101997, -2.946673, 3.727310], [-0.768724, -4.437833, 1.122206], [-0.773342, -4.538694, -0.354511], [-0.464986, -6.256909, -1.019904], [-0.865400, -6.430102, -2.626279], [1.105171, -6.779257, -0.703763], [-1.648987, -7.433772, -0.002609], [-1.034365, -3.362964, -1.214148], [-1.085681, -3.454105, -2.762144], [-2.577961, -3.881082, -3.141348], [-2.685026, -4.582205, -4.560124], [-1.547495, -4.192748, -5.548565], [-0.530447, -4.862649, -5.557968], [-1.592193, -3.097465, -6.404797], [-1.289042, -2.090510, -0.543587], [-1.631266, -0.524067, -1.431246], [-1.949101, -0.010614, 5.807242], [-1.081994, 1.545923, 6.305668], [-0.172411, 0.088515, 5.650305], [-2.135118, 0.567526, 3.645415], [-1.618717, 2.296800, 4.154354], [1.542005, 4.355424, 2.021797], [0.635399, 3.548985, 3.338001], [2.347039, 1.994656, 3.924764], [3.152506, 3.582695, 3.706389], [4.575266, 2.848462, 2.030999], [3.263588, 2.054075, 1.077788], [0.127903, 5.533549, 0.368957], [3.209923, 5.354418, 0.160048], [-3.501542, -1.114611, 0.621314], [-3.529863, -1.104074, 2.413906], [-3.023172, 1.629975, 2.092035], [-4.639482, 0.885785, 1.886323], [-3.506784, 3.409915, -0.685201], [-0.567168, -5.327516, 1.763483], [-0.019522, -6.633440, -3.088506], [1.542659, -6.096073, -0.154314], [-0.939868, -2.438432, -3.215376], [-0.319834, -4.155397, -3.168540], [-3.234962, -2.967248, -3.187164], [-3.012717, -4.529046, -2.331455], [-3.689086, -4.388990, -5.037079], [-2.589293, -5.688612, -4.377078], [-0.676506, -2.748946, -6.382756], [6.150663, 5.086036, 2.610355], [6.541855, 5.179796, 1.333328], [7.854758, 5.041293, 0.916077], [8.824633, 4.795160, 1.874942], [8.447434, 4.695754, 3.203474], [7.106442, 4.846036, 3.517181], [5.748610, 5.376296, 0.619626], [8.111774, 5.124316, -0.131885], [9.863752, 4.681873, 1.588960], [9.176280, 4.505406, 3.979078], [6.762500, 4.772522, 4.543521], [-4.980290, -3.214956, -1.169219], [-5.666520, -3.834438, -0.201469], [-6.920134, -3.433252, 0.233096], [-7.497337, -2.323926, -0.364861], [-6.806462, -1.663607, -1.368180], [-5.560086, -2.147555, -1.732176], [-5.171947, -4.694910, 0.238171], [-7.430622, -3.974734, 1.019024], [-8.474926, -1.978159, -0.053050], [-7.225528, -0.793984, -1.857245], [-4.982497, -1.665794, -2.515557], [8.962923, -0.683687, 1.613556], [9.774219, -1.712843, 1.346907], [9.742697, -2.917913, 2.030890], [8.819965, -3.066554, 3.054160], [7.969323, -2.013880, 3.351030], [8.079621, -0.851294, 2.604122], [10.480966, -1.547872, 0.540317], [10.422742, -3.718304, 1.769579], [8.764355, -3.992980, 3.614033], [7.236183, -2.092687, 4.143551], [7.433530, -0.001554, 2.796432], [-10.653391, -2.678648, -1.416536], [-10.419038, -3.915127, -1.869905], [-11.335520, -4.951787, -1.793415], [-12.566225, -4.696723, -1.210183], [-12.832802, -3.424215, -0.730886], [-11.849068, -2.456647, -0.859189], [-9.440929, -4.066866, -2.314883], [-11.091684, -5.932703, -2.179871], [-13.309764, -5.481067, -1.130152], [-13.782264, -3.187627, -0.268709], [-12.012376, -1.445037, -0.502293], [-4.417138, -0.632849, -9.524774], [-4.405407, -0.704517, -10.860064], [-3.508154, -1.474196, -11.583713], [-2.564454, -2.210593, -10.885301], [-2.554969, -2.151505, -9.500813], [-3.498150, -1.353572, -8.872812], [-5.160356, -0.108482, -11.361974], [-3.547151, -1.495957, -12.665080], [-1.844347, -2.824130, -11.414190], [-1.833658, -2.711641, -8.921395], [-3.532331, -1.278256, -7.791051], [9.054053, 7.153341, 5.353231], [8.035477, 7.839941, 5.881638], [8.132232, 9.152413, 6.316040], [9.355796, 9.792096, 6.200816], [10.427334, 9.101439, 5.658011], [10.224059, 7.792561, 5.250647], [7.099199, 7.296224, 5.954020], [7.272427, 9.659724, 6.733724], [9.473076, 10.817899, 6.530131], [11.398226, 9.567630, 5.552427], [11.031675, 7.212211, 4.816259]],
  "atomic_forces_ev_per_a": [[-0.2, -0.7, -0.6], [0.0, -0.3, 2.6], [-1.0, -0.1, -1.5], [0.6, 1.1, -2.5], [-0.6, -0.6, -0.7], [-0.7, -0.1, 0.4], [0.1, 0.4, 0.2], [-0.4, 0.7, 0.1], [-0.2, 0.7, -0.3], [-0.9, -1.2, 1.4], [0.1, -0.3, -2.7], [0.7, -1.4, 1.8], [-1.7, 0.6, 0.6], [-0.3, -0.7, 2.0], [0.0, -0.2, 1.9], [0.4, 0.1, 1.3], [1.6, 2.2, -0.2], [-0.2, -0.3, -2.7], [-1.2, 0.4, 0.1], [-1.8, -1.0, 0.8], [1.4, 1.6, 0.2], [-1.2, 0.2, 0.8], [0.8, -0.1, -0.5], [0.7, -1.7, 0.1], [-0.1, 0.2, -3.2], [0.1, -0.4, -1.5], [-0.2, 1.5, -0.5], [0.3, 2.1, 0.4], [-1.8, -1.9, 1.8], [2.5, 0.5, 1.6], [-1.3, 1.9, -1.0], [0.3, 0.4, -0.5], [0.5, 0.2, 1.6], [-1.1, 0.2, 0.5], [0.1, 0.4, -0.6], [-0.5, -0.1, -0.4], [1.2, -1.0, 0.2], [-0.7, 0.6, 0.2], [-0.5, -0.2, 1.6], [0.4, -0.8, 2.1], [0.9, -0.3, 0.7], [0.8, 1.0, 0.0], [0.0, -0.7, -0.6], [-0.9, 0.8, -0.2], [0.9, 0.7, -0.1], [0.2, -1.0, -0.7], [0.0, -1.2, 0.3], [0.7, -0.2, -0.8], [0.3, 0.6, -1.0], [-0.4, -0.9, -0.6], [-0.6, -0.9, 0.1], [0.4, -0.1, 1.0], [0.2, 0.2, -0.5], [0.1, -0.4, 0.0], [0.6, 0.6, 0.8], [0.5, 0.7, -0.8], [-0.2, -0.6, -0.8], [1.2, 0.0, -0.2], [-0.1, -1.5, 0.1], [-0.3, 0.7, -0.8], [-0.7, 0.2, -0.2], [-0.1, -0.4, -0.4], [0.2, -0.9, 0.5], [-0.7, 0.6, 0.4], [0.9, -0.8, 0.3], [0.4, 0.5, -1.1], [1.0, -0.1, 0.6], [0.1, 1.2, -0.5], [-0.5, -0.4, -0.4], [0.4, -0.1, -0.1], [-0.2, 0.0, 0.3], [0.0, 0.0, 0.0], [0.1, 0.0, 0.0], [0.0, -0.1, -0.1], [-0.4, 0.1, -0.1], [0.1, 0.0, -0.1], [0.0, 0.0, 0.0], [0.0, 0.0, 0.0], [-0.1, 0.1, 0.0], [0.1, 0.0, 0.0], [-0.4, 0.2, 0.2], [0.3, 0.0, -0.2], [0.0, 0.1, -0.1], [-0.1, 0.1, 0.2], [0.0, 0.0, 0.0], [0.2, -0.3, 0.1], [0.0, 0.0, 0.0], [0.0, 0.0, 0.0], [0.0, 0.0, -0.1], [0.0, 0.0, 0.0], [-0.1, 0.1, 0.0], [0.0, -0.4, 0.2], [-0.1, 0.3, 0.0], [0.0, 0.0, 0.0], [0.0, -0.1, 0.1], [0.1, -0.1, 0.0], [0.2, 0.3, -0.2], [0.0, -0.1, 0.0], [0.0, 0.0, 0.0], [0.0, 0.0, 0.0], [0.0, 0.0, 0.0], [0.0, -0.1, 0.0], [-0.3, -0.3, 0.1], [0.1, 0.3, 0.0], [-0.1, 0.0, 0.0], [-0.1, -0.1, 0.0], [0.0, -0.1, 0.0], [0.3, 0.1, -0.1], [0.0, -0.1, 0.0], [0.0, 0.0, 0.0], [0.0, 0.0, 0.0], [0.0, 0.0, 0.0], [-0.1, 0.0, 0.0], [0.3, -0.2, -0.2], [-0.1, 0.1, 0.3], [0.0, 0.0, 0.0], [0.1, 0.0, -0.1], [0.0, 0.0, -0.1], [-0.3, 0.2, 0.0], [0.0, 0.0, -0.1], [0.0, 0.0, 0.0], [0.0, 0.0, 0.0], [-0.1, 0.0, 0.0], [0.1, -0.1, 0.0], [0.1, 0.4, 0.2], [0.1, -0.3, -0.2], [0.1, 0.0, 0.0], [0.0, 0.1, 0.0], [-0.1, 0.0, 0.0], [-0.2, -0.3, 0.0], [0.0, 0.1, 0.0], [0.0, 0.0, 0.0], [0.0, 0.0, 0.0], [0.0, 0.0, 0.0], [0.0, 0.1, 0.0]],
  "e_homo_ev": -8.28,
  "lumo_energy_ev": -0.202,
  "orbital_gap_ev": 8.08,
  "smiles": "CCOc1c(CCCI)c(P(O)O)c(F)c2c1N(CCOC=O)c1c(Br)cc(P(O)(O)=S)c(CCCC(=O)O)c1S2.c1ccncc1.c1ccncc1.c1ccncc1.c1ccncc1.c1ccncc1.c1ccncc1"
}



No. 2
{
  "formula": "C2H5Cl2PS2",
  "method": "ωB97M-V/def2-TZVPD",
  "elements": ["C", "C", "P", "S", "S", "Cl", "Cl", "H", "H", "H", "H", "H"],
  "xyz": [[0.668804, -0.228844, 0.787189], [1.172197, -0.792586, -0.536288], [-2.055977, 0.014613, 0.182945], [-3.308243, 1.496961, -0.411446], [-0.385673, 1.229882, 0.224152], [-0.174490, -1.567560, -1.349699], [3.373413, 1.485952, -0.196087], [-0.015535, -0.953224, 1.328376], [1.525285, 0.186039, 1.355811], [1.817564, -0.222686, -1.293450], [1.761945, -1.559016, -0.259585], [-4.379295, 0.910464, 0.168083]],
  "atomic_forces_ev_per_a": [[-0.2, 1.2, -1.0], [0.1, 1.8, -1.0], [1.5, 1.5, 0.3], [-0.7, 0.1, -0.1], [-0.6, -1.6, 1.1], [-1.1, -0.6, -0.9], [-0.5, -0.2, 0.1], [1.1, 0.8, -0.5], [-0.5, -0.1, -0.2], [-1.3, 0.1, 1.6], [2.2, -2.9, 0.8], [0.0, 0.0, -0.4]],
  "e_homo_ev": -7.42,
  "de_lowest_ev": 3.1141,
  "lumo_energy_ev": -3.300,
  "orbital_gap_ev": 4.12
}



No. 3
{
  "formula": "C7H15N",
  "method": "ωB97M-V/def2-TZVPD",
  "elements": ["C", "C", "C", "C", "N", "C", "C", "C", "H", "H", "H", "H", "H", "H", "H", "H", "H", "H", "H", "H", "H", "H", "H"],
  "xyz": [[-2.781447, 0.081087, 0.718408], [-1.925325, -0.883317, -0.189048], [-0.764848, -1.449679, 0.584585], [0.358480, -0.438110, 0.769040], [3.208568, 0.290325, -0.909618], [1.961389, -0.161515, -1.311733], [0.671377, 0.371346, -0.550632], [0.675635, 1.905953, -0.323345], [-1.640967, 0.292350, 1.015621], [-3.218135, 1.000513, 0.350804], [-3.502688, -0.348981, 1.484267], [-0.169435, 0.135215, -1.168944], [-2.627202, -1.678624, -0.413935], [-0.973457, -1.943242, 1.601946], [-0.231143, -2.309611, 0.072809], [1.410449, -1.033146, 0.899317], [0.329933, 0.256844, 1.699214], [3.515810, 0.091297, 0.082407], [1.634640, 0.251459, -2.309586], [1.757122, -1.320863, -1.310246], [1.665134, 2.093847, -0.770396], [-0.117557, 2.653885, -0.735120], [0.763666, 2.142970, 0.714191]],
  "atomic_forces_ev_per_a": [[4.2, 0.5, 0.4], [-3.4, -2.1, 1.9], [2.0, -1.5, 0.1], [3.9, 0.5, 0.8], [1.1, 0.5, 0.6], [-1.5, -0.3, 0.5], [-1.3, 0.0, 1.8], [0.4, 0.5, -1.3], [-3.3, 1.7, 1.8], [0.1, 0.0, -0.6], [1.4, 0.0, -0.9], [-0.7, -0.3, -0.9], [0.3, -0.5, -1.5], [-0.6, 0.9, -1.1], [-1.0, 0.9, -0.1], [-2.4, 1.1, 0.2], [-0.4, -1.2, -1.4], [-1.0, -0.2, -1.3], [1.1, -0.7, 0.1], [0.2, 1.0, -0.3], [-0.1, 0.9, 0.1], [1.0, -1.8, 0.3], [0.1, 0.2, 0.8]],
  "e_homo_ev": [-1.66, -1.50],
  "de_lowest_ev": 4.4065,
  "total_charge": -1,
  "lumo_energy_ev": [3.704, 2.857],
  "multiplicity": 2,
  "orbital_gap_ev": [5.37, 4.36]
}